# 1
Formula: C6H16NS
Source: the Open Molecules 2025 dataset
Level of theory: ωB97M-V/def2-TZVPD

Each line ends with the natural charge from an NBO analysis.
Cartesian coordinates (Å):
C  1.57525  1.31237  1.72937  -0.2278
C  0.61531  2.44831  1.40469  -0.4239
C  -0.79214  2.23231  1.93868  -0.6151
N  2.78398  1.20458  0.91229  -0.8448
H  1.02810  0.37697  1.60256  0.2330
H  1.89402  1.41714  2.78151  0.1468
H  0.57401  2.49623  0.30967  0.2193
H  1.06850  3.39125  1.73649  0.1667
H  -0.76915  2.06479  3.02630  0.1775
H  -1.19422  1.28347  1.57152  0.2407
H  -1.52510  3.01542  1.76157  0.1947
H  3.13689  2.14792  0.76998  0.3209
H  2.45214  0.89893  -0.00751  0.3848
C  -2.07606  -2.84070  -1.40231  -0.6134
C  -1.07920  -2.22779  -2.42281  -0.4046
C  0.17982  -1.72027  -1.75402  -0.5143
S  -0.03902  -0.16054  -0.81404  -0.7405
H  -1.61550  -3.66239  -0.84811  0.1815
H  -2.96139  -3.22704  -1.91114  0.1776
H  -2.33538  -2.02601  -0.72483  0.2306
H  -0.85213  -2.97987  -3.18775  0.1657
H  -1.61560  -1.38065  -2.85350  0.1991
H  0.95113  -1.56859  -2.51983  0.1756
H  0.59576  -2.49584  -1.09879  0.1698

## Properties
spin multiplicity: 1
energy relative to the best compared isomer or geometry (same formula, charge and spin): 22.14 kJ/mol
LUMO: 4.08 eV
E_tot: -691.17339 Ha
charge: -1


# 2
Formula: C35H28Cl5N4O2Sn
Source: the Open Molecules 2025 dataset
Level of theory: ωB97M-V/def2-TZVPD

Each line ends with the Löwdin charge.
Cartesian coordinates (Å):
Sn  -0.12336  -0.48940  -0.00102  1.3535
C  3.48694  0.87502  1.29123  -0.0359
C  3.76110  -0.39000  0.52744  -0.2334
C  4.97298  -0.53135  -0.13931  -0.0440
C  5.27478  -1.68761  -0.83589  -0.0600
C  4.37533  -2.73988  -0.83262  -0.0349
C  3.16204  -2.64655  -0.15966  -0.1981
C  2.28454  -3.86529  -0.08538  -0.0176
C  2.84298  -1.43920  0.48218  -0.2116
N  1.53462  -1.29658  1.07532  -0.0165
C  1.24689  -2.14058  2.10872  -0.4832
O  2.03212  -2.74955  2.80162  0.1151
C  -0.23697  -2.31851  2.35092  -0.1488
C  -0.78752  -3.10630  3.34073  0.0514
C  -2.17545  -3.19705  3.40486  0.0170
C  -2.97916  -2.49223  2.51364  0.0524
C  -2.35763  -1.71240  1.55940  -0.1681
N  -1.03154  -1.67580  1.50054  0.0228
C  -3.07007  -0.80049  0.58515  -0.4927
O  -4.28389  -0.77342  0.59017  0.1113
N  -2.22730  -0.04421  -0.16885  -0.0215
C  -2.81343  1.09521  -0.81338  -0.2179
C  -3.23003  2.17054  -0.01359  -0.2187
C  -3.15442  2.12649  1.48758  -0.0205
C  -3.73204  3.30788  -0.63470  -0.0441
C  -3.82312  3.38690  -2.01422  -0.0628
C  -3.42735  2.30999  -2.78837  -0.0361
C  -2.92483  1.15082  -2.20516  -0.2002
C  -2.55173  -0.01606  -3.07706  -0.0208
H  4.36749  1.51557  1.28432  0.0860
H  3.23679  0.66273  2.33273  0.0899
H  2.66903  1.44594  0.85079  0.0440
H  5.68640  0.28280  -0.10687  0.1143
H  6.21858  -1.77830  -1.35682  0.1107
H  4.62026  -3.66461  -1.34103  0.1177
H  2.49035  -4.53576  -0.91926  0.0898
H  1.22162  -3.62685  -0.09995  0.0525
H  2.47740  -4.41035  0.84050  0.0962
H  -0.13535  -3.62853  4.02571  0.1351
H  -2.63527  -3.81412  4.16544  0.1263
H  -4.05855  -2.52517  2.54655  0.1356
H  -2.26965  1.59052  1.83749  0.0597
H  -4.02613  1.61740  1.90277  0.0962
H  -3.12478  3.13558  1.89791  0.0834
H  -4.05906  4.13976  -0.02219  0.1155
H  -4.22129  4.27688  -2.48330  0.1092
H  -3.52532  2.35319  -3.86612  0.1157
H  -3.00903  0.08892  -4.05960  0.0888
H  -2.88528  -0.95824  -2.64137  0.0703
H  -1.47306  -0.07941  -3.23215  0.0682
Cl  -1.45688  -3.26883  -1.45284  0.7709
C  -0.14767  -2.55157  -2.32138  -0.7053
C  0.38976  -1.35606  -1.87444  -0.3382
C  1.41064  -0.76969  -2.60497  -0.6865
Cl  1.95873  0.79252  -2.09754  0.7833
C  1.95312  -1.37442  -3.73001  -0.6985
Cl  3.23697  -0.63310  -4.58139  0.7387
C  1.42774  -2.60011  -4.14372  -0.6839
Cl  2.08368  -3.38047  -5.51519  0.7429
C  0.36313  -3.18407  -3.45171  -0.6939
Cl  -0.29602  -4.67246  -3.97974  0.7364
C  0.09833  5.45641  2.38046  -0.0141
C  0.11915  4.08185  1.79278  -0.2196
C  0.40791  2.96326  2.57467  0.0167
C  0.39410  1.71151  2.01033  -0.1249
N  0.10088  1.52487  0.71106  -0.0696
C  -0.18156  2.58877  -0.06150  -0.1125
C  -0.17181  3.86656  0.44755  0.0240
H  0.76622  5.53277  3.23619  0.0919
H  -0.91230  5.68802  2.72493  0.1024
H  0.37483  6.20611  1.64159  0.0928
H  0.65367  3.06611  3.62280  0.1335
H  0.63738  0.82268  2.57859  0.1198
H  -0.41796  2.39910  -1.09987  0.1163
H  -0.40168  4.69190  -0.21247  0.1360

## Properties
spin multiplicity: 1
LUMO: -3.42 eV
E_tot: -4235.20949 Ha
charge: +1


# 3
Formula: C31H25N4O2SV
Source: the Open Molecules 2025 dataset
Level of theory: ωB97M-V/def2-TZVPD

Each line ends with the natural charge from an NBO analysis.
Cartesian coordinates (Å):
V  -0.37738  0.40044  0.41877  1.1895
O  -1.24664  1.85545  -0.06444  -0.5978
C  -2.48259  2.32563  -0.25318  0.3627
C  -2.71698  3.69482  -0.28055  -0.2538
C  -4.00639  4.14615  -0.49365  -0.1633
C  -5.06310  3.25496  -0.69333  -0.2558
C  -4.81746  1.89757  -0.66767  -0.1351
C  -3.52439  1.41652  -0.44097  -0.2096
C  -3.28530  -0.00961  -0.35185  0.1801
N  -2.16626  -0.53860  -0.02069  -0.2962
N  -2.17026  -1.94008  0.06465  -0.4142
C  -1.11976  -2.27285  0.75247  0.5613
O  -0.29570  -1.39961  1.23793  -0.6630
C  -0.83893  -3.70914  0.99841  -0.0518
C  -1.71238  -4.69568  0.54784  -0.1810
C  -1.42368  -6.03088  0.77841  -0.2215
C  -0.26411  -6.38763  1.45765  -0.1977
C  0.60646  -5.40508  1.90648  -0.2193
C  0.31968  -4.06661  1.67720  -0.1850
H  -1.88730  4.37342  -0.13684  0.2306
H  -4.19614  5.21195  -0.50997  0.2169
H  -6.06480  3.62478  -0.86147  0.2190
H  -5.62522  1.19024  -0.81529  0.2138
H  -4.10960  -0.69451  -0.53779  0.2072
H  -2.60967  -4.40251  0.02027  0.2314
H  -2.10386  -6.79649  0.42784  0.2131
H  -0.04028  -7.43169  1.63660  0.2123
H  1.51056  -5.67935  2.43440  0.2138
H  0.98836  -3.28755  2.01740  0.2324
S  1.33329  2.48959  4.10481  0.4342
C  0.52160  1.06198  4.55517  -0.4217
C  0.09269  0.36730  3.46581  -0.2463
C  0.43058  0.98392  2.21664  -0.2710
C  1.11958  2.15506  2.43493  -0.2680
C  1.60529  3.08858  1.40190  0.1923
C  2.10197  4.36071  1.68372  -0.2431
C  2.49602  5.16717  0.63303  -0.1601
C  2.38646  4.69435  -0.66763  -0.2745
C  1.88908  3.41441  -0.84983  0.0666
N  1.51560  2.62939  0.15511  -0.4313
H  0.41054  0.80306  5.59639  0.2366
H  -0.42732  -0.57667  3.53747  0.2332
H  2.16864  4.71391  2.70470  0.2213
H  2.88309  6.15972  0.82646  0.2173
H  2.67937  5.29764  -1.51581  0.2207
H  1.79165  2.99091  -1.84454  0.1970
C  -0.43922  -0.78561  -3.22287  -0.6378
C  1.00686  -1.02552  -2.89558  -0.0044
C  1.86628  -1.63854  -3.79896  -0.2154
C  3.19356  -1.87265  -3.47086  -0.1984
C  3.68022  -1.50508  -2.22327  -0.2131
C  2.85517  -0.89519  -1.28725  -0.0059
C  3.35247  -0.52941  0.08345  -0.6342
C  1.52521  -0.65755  -1.65206  0.1277
N  0.67121  -0.07526  -0.71948  -0.3439
H  -0.62027  -0.92013  -4.28876  0.2153
H  -0.75110  0.22176  -2.94317  0.2243
H  -1.08319  -1.47914  -2.67489  0.2320
H  1.48529  -1.93155  -4.77006  0.2085
H  3.84957  -2.35284  -4.18562  0.2122
H  4.71338  -1.70173  -1.96235  0.2092
H  4.38718  -0.84668  0.21304  0.2112
H  2.74187  -0.99564  0.85878  0.2354
H  3.29051  0.54567  0.25295  0.2351

## Properties
spin multiplicity: 1
LUMO: -0.52 eV
E_tot: -2908.04475 Ha


# 4
Formula: C4H10N2O
Source: the Open Molecules 2025 dataset
Level of theory: ωB97M-V/def2-TZVPD

Each line ends with the natural charge from an NBO analysis.
Cartesian coordinates (Å):
C  1.59914  0.30785  0.95377  -0.6068
C  0.76556  0.00812  -0.28927  -0.2651
C  0.55546  1.27900  -1.11069  -0.5948
C  -0.59055  -0.63853  0.01331  0.3770
N  -1.08338  -0.64084  1.29488  -0.8267
N  -1.24318  -1.15243  -0.98790  -0.2336
O  -2.48557  -1.65987  -0.57000  -0.6158
H  1.72069  -0.58703  1.57302  0.2208
H  2.59742  0.66017  0.67276  0.2184
H  1.13647  1.08524  1.57191  0.1930
H  1.32428  -0.71032  -0.90362  0.2260
H  1.51352  1.74897  -1.35658  0.2058
H  0.04223  1.05799  -2.05299  0.2275
H  -0.05588  2.00689  -0.56631  0.1994
H  -0.88990  0.17188  1.86326  0.3851
H  -2.06320  -0.91251  1.29514  0.4057
H  -2.84311  -2.02458  -1.40070  0.4844

## Properties
spin multiplicity: 1
energy relative to the best compared isomer or geometry (same formula, charge and spin): 212.77 kJ/mol
LUMO: 0.93 eV
E_tot: -343.12042 Ha
SMILES string: CC(C)/C(N)=N/O


# 5
Formula: CH3IO3P
Source: the Open Molecules 2025 dataset
Level of theory: ωB97M-V/def2-TZVPD

Each line ends with the natural charge from an NBO analysis.
Cartesian coordinates (Å):
C  -1.39845  0.13788  0.49214  -0.2533
O  0.93980  -0.86566  -1.88661  -1.0913
O  1.74377  -1.23427  0.55969  -1.1039
O  -0.25859  0.90668  0.28650  -0.8310
P  1.32659  -0.46339  -0.54645  2.1809
I  2.69588  1.66513  -0.49922  -0.3338
H  -2.22781  0.80744  0.50086  0.1484
H  -1.21943  -0.40035  1.49623  0.1420
H  -1.60176  -0.55346  -0.40315  0.1421

## Properties
spin multiplicity: 1
energy relative to the best compared isomer or geometry (same formula, charge and spin): 185.83 kJ/mol
LUMO: 3.05 eV
E_tot: -904.77998 Ha
charge: -1


# 6
Formula: C23H38BrClIN3O3
Source: the Open Molecules 2025 dataset
Level of theory: ωB97M-V/def2-TZVPD

Each line ends with the natural charge from an NBO analysis.
Cartesian coordinates (Å):
C  3.36551  1.31707  1.64125  -0.2498
O  4.19944  2.44767  1.58386  -0.5432
C  3.56653  3.56589  0.98465  -0.0664
C  2.88492  4.45805  2.02425  -0.4304
C  1.48731  4.95175  1.65260  -0.3931
C  0.48330  3.83717  1.35326  -0.4159
C  -0.41636  3.49963  2.55663  -0.4509
C  -1.83114  3.17426  2.20150  0.2293
C  -2.90521  3.97822  2.56484  -0.2058
I  -2.63169  5.77716  3.61536  0.1418
C  -4.21568  3.62314  2.23006  0.1742
N  -5.28219  4.43219  2.61860  -0.7860
C  -4.41598  2.45955  1.47425  -0.0792
C  -5.80359  2.08619  1.02942  -0.6479
C  -3.30306  1.69288  1.15967  0.2544
C  -3.48718  0.41134  0.38854  -0.5717
C  -3.40215  0.63691  -1.09524  0.5860
O  -3.90744  1.55775  -1.64006  -0.5065
Cl  -2.60860  -0.61127  -2.07393  -0.0750
N  -2.07312  2.04352  1.53104  -0.3897
Br  -0.38525  0.61413  1.05588  -0.4162
H  3.92401  0.50638  2.09081  0.1900
H  2.47766  1.49724  2.25156  0.1669
H  3.03058  1.01465  0.64921  0.1692
H  4.35417  4.11686  0.48371  0.1833
H  2.85489  3.19937  0.24543  0.1650
H  2.89910  3.96519  2.99255  0.2117
H  3.50466  5.34444  2.13964  0.2032
H  1.13442  5.57148  2.47340  0.2008
H  1.57789  5.61182  0.79352  0.2001
H  1.01993  2.93988  1.07977  0.2341
H  -0.11482  4.08935  0.48264  0.2096
H  -0.01340  2.63747  3.08274  0.2437
H  -0.38075  4.32483  3.25189  0.2173
H  -6.16069  3.94851  2.52113  0.3733
H  -5.20567  4.66509  3.60031  0.3856
H  -6.46049  2.94114  0.96738  0.2173
H  -5.76574  1.64898  0.04004  0.2402
H  -6.23368  1.33103  1.68388  0.2200
H  -2.82140  -0.37462  0.71003  0.2841
H  -4.49722  0.04240  0.54600  0.2488
C  2.12574  -2.53026  -3.79713  -0.6067
C  1.41139  -2.72274  -2.44334  0.0904
C  0.03097  -3.35277  -2.65277  -0.4048
C  0.03346  -4.82266  -3.09162  -0.4145
C  1.27191  -5.58408  -2.58201  -0.4132
C  1.92247  -4.97418  -1.33457  0.0910
N  2.27703  -3.57455  -1.61816  0.1254
O  2.88023  -2.99079  -0.68477  -0.3308
C  3.21633  -5.74166  -1.06801  -0.6050
C  1.00505  -5.11745  -0.11779  -0.6204
C  1.16300  -1.35589  -1.84687  -0.6145
H  3.09291  -2.05240  -3.64072  0.2238
H  1.53366  -1.89810  -4.45989  0.2189
H  2.29675  -3.48204  -4.30195  0.2061
H  -0.53244  -3.25282  -1.72369  0.2154
H  -0.51065  -2.75223  -3.38504  0.2281
H  -0.87459  -5.30355  -2.72522  0.2142
H  -0.01415  -4.89139  -4.17915  0.2132
H  1.00885  -6.62085  -2.37232  0.2228
H  2.02156  -5.62637  -3.37621  0.2093
H  3.92470  -5.59486  -1.88372  0.2161
H  3.00319  -6.80746  -0.98626  0.2148
H  3.68565  -5.41304  -0.14298  0.2323
H  0.79970  -6.17432  0.05369  0.2201
H  0.05153  -4.60760  -0.24648  0.2158
H  1.48798  -4.71438  0.77171  0.2344
H  0.54349  -0.77481  -2.52976  0.2218
H  2.07803  -0.79474  -1.67350  0.2325
H  0.62438  -1.44668  -0.90358  0.2409

## Properties
spin multiplicity: 1
LUMO: -2.63 eV
E_tot: -4620.89211 Ha